Record 1
A cluster of 11 separate species, C34H65B2Cl20FIN2O9 in total in a non-equilibrium geometry. Source: the Open Molecules 2025 dataset; level of theory: wB97M-V/def2-TZVPD.

**Kohn-Sham gap**: 8.54 eV
**E_HOMO**: -10.9 eV
**Net charge**: +1
**LUMO energy**: -0.08698 Ha
**Total energy**: -320327.69633 eV

```
134
Properties=species:S:1:pos:R:3:forces:R:3:lowdin_charge:R:1
C -3.1012 3.8465 2.5036 -0.159 0.044 -0.107 -0.0879
C -2.2138 2.8644 1.5519 -2.035 1.120 0.963 -0.2311
N -1.6103 1.8493 2.4558 1.766 0.465 -0.426 -0.0482
C -0.3195 1.3280 2.0394 -0.088 -1.635 -1.157 -0.1489
C -0.2097 -0.3254 2.1497 -2.235 2.499 0.495 -0.1817
F -1.6643 -0.5942 2.1505 2.341 -0.834 1.311 -0.0860
C 0.1409 -1.1726 0.8727 -0.655 -0.418 -1.277 -0.0804
C 1.4781 -1.0436 0.0579 1.011 -0.983 -1.654 -0.1328
C 2.2531 -2.4778 -0.1213 0.516 -0.004 0.306 -0.0521
C 3.6927 -2.4095 0.5926 3.280 1.051 -2.095 -0.3598
O 4.6468 -1.8903 -0.0670 -3.733 -1.738 2.425 0.0361
O 3.9802 -2.9302 1.8787 -0.604 0.215 -2.162 -0.0939
C 5.4143 -3.1541 2.0578 1.883 -0.511 1.149 -0.2128
C 5.7383 -3.9225 3.4443 -0.241 0.071 0.499 -0.0767
C 0.5387 -0.3825 3.6016 -1.702 -4.828 0.832 -0.1879
C 1.0092 -1.9020 3.8155 2.048 -0.552 1.084 -0.1070
C -0.0046 -3.0888 3.5425 -0.479 -1.433 -0.142 -0.1417
C 0.7230 -4.3438 2.7803 0.165 0.064 -0.037 -0.0700
C -0.2593 -5.1300 1.8029 -1.722 -4.009 2.252 -0.3642
O -0.8313 -6.1562 2.2716 2.107 4.054 -1.989 0.0594
O -0.5114 -4.7990 0.4355 1.737 -0.386 1.449 -0.0086
C -0.4146 -0.1843 4.8973 -0.807 2.234 0.255 -0.0904
C -1.8293 -0.8593 5.0449 -1.973 -4.641 1.195 -0.6771
O -2.0756 -2.0081 5.5118 2.226 5.077 -1.940 -0.0736
I -3.7488 0.1744 4.6188 1.148 -0.086 0.217 0.8697
N 1.6624 0.6938 3.6765 0.100 -0.020 0.845 -0.0916
C 2.0354 1.1413 5.0956 -1.457 0.894 2.720 -0.0080
C 3.0616 0.2637 3.2783 1.492 -0.490 -2.561 -0.0866
C 4.0968 -0.4922 4.1866 2.450 0.591 1.390 -0.2236
O 3.7727 -1.6073 5.0110 -0.550 0.618 0.327 -0.0936
C 1.0737 1.7961 2.7774 -1.052 2.239 -1.970 -0.0407
B 1.0401 3.3397 3.4134 -0.071 1.460 0.875 -0.3931
C 2.4756 4.1310 3.6405 -0.506 -0.250 1.294 -0.0014
O -0.1249 4.0383 3.8313 1.826 -1.257 0.301 0.1066
B 1.7735 2.3321 1.4148 0.768 1.568 -2.032 -0.5358
O 3.0101 2.0085 0.7849 -1.642 -1.207 0.525 0.1024
O 1.0861 3.4754 0.7914 2.238 -2.127 1.540 -0.0191
C 2.0289 4.3008 0.0522 -0.446 2.463 -1.813 -0.2055
C 1.2096 5.6507 -0.3726 -0.244 -1.344 -0.359 -0.1117
H -3.9406 4.3588 1.9151 1.264 -0.810 0.720 0.0741
H -2.4804 4.6655 2.9962 -0.664 -1.170 -0.745 0.0627
H -3.6048 3.2532 3.3558 0.777 0.737 -1.426 0.0510
H -2.9621 2.3637 0.8522 1.325 0.644 1.016 0.0209
H -1.4806 3.4921 0.9465 -0.710 -0.962 0.852 0.1159
H -1.6996 2.0883 3.4464 0.203 0.060 -0.715 0.0505
H -0.3634 1.4126 0.8898 0.685 0.560 1.643 0.1714
H -0.0726 -2.3064 0.9871 0.427 1.997 0.417 0.1113
H -0.7018 -0.8812 0.1225 1.352 -0.190 1.486 0.1504
H 2.2821 -0.3173 0.3729 -1.202 -0.616 0.042 0.0793
H 1.2407 -0.7576 -1.0410 0.158 -0.255 1.954 0.1353
H 2.4887 -2.6495 -1.2397 -0.148 0.411 1.961 0.1376
H 1.6190 -3.3684 0.1960 0.819 1.333 -0.146 0.0881
H 5.9601 -2.1506 2.1014 -0.813 -1.418 -0.462 0.1174
H 5.8528 -3.8031 1.2214 -0.963 1.260 0.927 0.1398
H 6.2039 -3.2115 4.2273 -0.886 -1.039 -1.317 0.0776
H 6.5063 -4.7645 3.2880 -1.261 1.317 0.015 0.0848
H 4.8004 -4.3857 3.9281 1.401 0.746 -0.899 0.0865
H 1.2838 -1.9914 4.9381 -0.202 0.104 -1.925 0.1263
H 1.9888 -2.1903 3.2683 -1.571 0.868 0.701 0.1108
H -0.3335 -3.5575 4.5461 0.259 1.130 -1.727 0.1289
H -0.9419 -2.8423 2.9419 1.249 0.052 1.016 0.1180
H 1.0385 -5.1082 3.5874 -0.676 1.118 -1.518 0.1419
H 1.6840 -4.0463 2.2448 -1.368 -0.179 0.553 0.0910
H -0.0561 -5.5161 -0.0781 -0.815 0.692 0.431 0.1396
H 0.0994 -0.4932 5.8894 -0.588 0.491 -1.893 0.1466
H -0.6456 0.9534 4.9322 0.271 -1.827 0.258 0.1181
H 1.2267 1.7460 5.6397 0.852 -0.679 -1.333 0.1313
H 2.9554 1.8161 5.1089 -1.204 -1.297 -0.312 0.1088
H 2.1235 0.2380 5.8138 0.323 1.330 -1.695 0.1268
H 3.6500 1.2519 3.1150 -1.273 -1.727 -0.346 0.1568
H 2.9508 -0.3448 2.3207 0.247 1.162 1.135 0.1269
H 4.9475 -0.8542 3.4833 -1.744 0.696 0.749 0.1370
H 4.6560 0.2573 4.8894 -1.156 -0.921 -1.400 0.1094
H 3.7115 -1.3094 5.9479 0.183 -0.303 -1.056 0.0927
H 2.5949 5.0325 2.9513 -0.011 -1.343 0.811 0.0969
H 2.3945 4.5514 4.7199 0.346 -0.481 -1.622 0.0949
H 3.3779 3.4314 3.6515 -0.951 1.215 -0.340 0.0673
H 0.0995 4.7200 4.5108 -0.197 -0.497 -1.129 0.1299
H 2.8975 1.6694 -0.1373 0.258 0.781 0.961 0.1337
H 2.9585 4.6099 0.6354 -1.294 -0.812 -0.520 0.1259
H 2.3573 3.8357 -0.9547 -0.479 0.317 1.888 0.1360
H 1.7762 6.6084 -0.1182 -0.925 -1.422 -0.305 0.0595
H 1.0043 5.5914 -1.5063 0.466 0.288 1.913 0.0453
H 0.1693 5.5901 0.1182 1.712 0.420 -0.531 0.0876
C -2.2528 -3.6067 -1.9592 -0.083 -0.158 0.250 -1.0159
Cl -3.4169 -2.3554 -2.4130 -0.039 0.059 0.094 0.5408
Cl -0.8080 -3.5348 -2.9771 0.091 -0.053 0.088 0.5104
H -1.9618 -3.4590 -0.9209 -0.022 0.047 -0.223 -0.0046
H -2.7196 -4.5838 -2.0759 0.057 0.183 -0.108 0.0397
C -0.8471 8.3284 -3.0041 -0.087 0.207 -0.218 -1.0023
Cl 0.7155 8.1379 -2.1993 -0.046 0.392 -0.267 0.5487
Cl -2.0601 7.2475 -2.3075 -0.042 0.010 -0.049 0.5044
H -1.1818 9.3580 -2.8878 0.056 -0.194 0.104 0.0293
H -0.7310 8.0953 -4.0614 0.021 -0.072 0.213 0.0299
C -4.9287 1.3482 -1.3105 -0.207 -0.237 -0.106 -1.0003
Cl -5.7937 2.3382 -0.1291 -0.042 -0.059 -0.005 0.5284
Cl -3.2597 1.8994 -1.5063 0.021 -0.158 -0.466 0.5327
H -4.9217 0.3143 -0.9685 0.078 0.198 0.044 0.0172
H -5.4383 1.4162 -2.2704 0.122 0.121 0.154 0.0321
C -4.9117 -3.8474 -5.5214 0.011 0.162 0.090 -1.0698
Cl -3.8522 -4.9832 -6.3657 0.030 -0.140 0.131 0.4826
Cl -6.4175 -4.6277 -5.0229 -0.020 0.083 0.068 0.5115
H -4.3973 -3.4749 -4.6372 -0.088 -0.187 -0.145 -0.0409
H -5.1463 -3.0202 -6.1882 -0.063 -0.274 0.034 -0.0324
C -2.8848 -2.4333 -9.4517 0.157 -0.094 -0.162 -0.9895
Cl -4.0756 -2.0247 -10.6905 0.107 -0.115 -0.063 0.5220
Cl -3.5007 -2.0801 -7.8322 0.256 0.323 -0.138 0.5231
H -2.6549 -3.4959 -9.5185 -0.182 0.130 0.065 0.0330
H -1.9820 -1.8488 -9.6225 -0.249 0.045 -0.002 -0.0304
C 6.3126 2.2934 7.2525 0.346 0.110 -0.055 -1.0058
Cl 5.5367 3.7237 6.5623 0.034 -0.024 -0.053 0.5095
Cl 5.1182 1.0543 7.6603 -0.051 -0.162 0.060 0.5190
H 7.0123 1.8845 6.5252 -0.201 0.042 0.061 0.0320
H 6.8463 2.5809 8.1570 -0.225 -0.037 -0.083 0.0355
C -0.0296 0.0079 -8.5138 0.167 -0.100 0.109 -1.0104
Cl -1.1620 1.0895 -7.6950 0.257 -0.061 0.217 0.4817
Cl -0.1868 0.1280 -10.2704 0.058 -0.066 -0.005 0.5293
H 0.9863 0.2786 -8.2302 -0.184 0.049 -0.103 0.0267
H -0.2370 -1.0173 -8.2090 -0.078 0.170 -0.051 0.0176
C -5.3559 1.5352 -10.1294 -0.181 -0.059 -0.035 -1.0745
Cl -3.8224 1.2722 -9.2907 -0.111 0.239 -0.162 0.4628
Cl -6.6289 0.4927 -9.4794 -0.133 0.048 0.024 0.4990
H -5.6535 2.5762 -10.0048 0.018 -0.168 0.146 0.0285
H -5.2199 1.3118 -11.1930 -0.260 -0.047 1.227 -0.1286
C -2.6056 -8.5746 3.8561 -0.035 0.226 -0.149 -1.0527
Cl -4.0129 -9.2043 4.7209 -0.049 0.063 -0.039 0.5039
Cl -1.1516 -9.5056 4.2362 0.071 0.059 -0.058 0.4953
H -2.7929 -8.6334 2.7852 0.043 -0.091 0.196 0.0260
H -2.4468 -7.5374 4.1462 0.013 -0.219 0.024 0.0138
C -4.0414 3.3000 -13.1058 -0.055 0.273 0.034 -0.9812
Cl -4.4710 1.5866 -13.0275 0.378 0.042 -1.293 0.5960
Cl -2.3705 3.5162 -13.6367 -0.078 0.070 0.050 0.5211
H -4.7044 3.7986 -13.8111 0.136 -0.182 0.034 0.0333
H -4.1577 3.7393 -12.1155 0.106 -0.153 -0.094 0.0299
```
Positions in Å, forces in eV/Å.


Record 2
The molecule C5H13N in a non-equilibrium geometry. Source: the Open Molecules 2025 dataset; level of theory: wB97M-V/def2-TZVPD.

**Kohn-Sham gap**: 9.35 eV
**Structure (SMILES)**: CCN(C)CC
**E_HOMO**: -8.2 eV
**LUMO energy**: 0.04123 Ha
**ΔE to the lowest compared entry with this formula, charge and spin**: 32.2 kcal per mole
**Total energy**: -6884.79925 eV

```
19
Properties=species:S:1:pos:R:3:forces:R:3:lowdin_charge:R:1
C -2.0126 -0.1863 -1.0400 -0.996 1.644 1.466 -0.1110
C -0.5302 0.0993 -1.1036 0.772 -2.957 0.048 -0.2371
N 0.2670 -0.3994 0.0660 -1.178 1.225 0.333 -0.2354
C -0.3754 -1.4763 0.7950 1.163 -0.073 1.087 -0.1248
C 0.7208 0.7322 0.8792 0.580 0.314 -0.351 -0.2699
C 2.0685 1.1835 0.2850 -0.526 0.153 -0.311 -0.0895
H -2.3994 0.1043 -0.0490 0.243 -0.261 0.080 0.0719
H -2.5930 0.5312 -1.6174 0.117 -0.353 -0.822 0.0702
H -2.3413 -1.2072 -1.1811 0.217 -0.138 -0.384 0.0720
H -0.2874 1.1211 -1.2847 0.059 0.680 -0.199 0.0941
H -0.1186 -0.5482 -1.8815 -0.104 0.609 -0.749 0.1105
H -1.3876 -1.3580 1.2020 -0.281 0.136 -0.763 0.0748
H 0.1780 -1.5821 1.7407 0.261 -0.294 -0.382 0.0792
H -0.2215 -2.3899 0.2184 -0.532 -0.147 0.158 0.0882
H 0.8292 0.4002 1.9082 0.028 0.155 0.162 0.1002
H 0.0441 1.5964 0.8354 -0.288 -0.200 0.272 0.1082
H 2.4666 2.1616 0.5585 -0.115 -0.113 0.787 0.0647
H 1.8840 1.3405 -0.7833 0.303 -0.552 -0.069 0.0624
H 2.7788 0.3832 0.4783 0.277 0.172 -0.363 0.0711
```
Positions in Å, forces in eV/Å.


Record 3
The molecule C3H4N2S2 in a non-equilibrium geometry. Source: the Open Molecules 2025 dataset; level of theory: wB97M-V/def2-TZVPD.

**Kohn-Sham gap**: 8.82 eV
**Structure (SMILES)**: N#C[C@@H](S)C(N)=S
**E_HOMO**: -9.2 eV
**LUMO energy**: -0.01233 Ha
**ΔE to the lowest compared entry with this formula, charge and spin**: 41.3 kcal per mole
**Total energy**: -27824.99993 eV

```
11
Properties=species:S:1:pos:R:3:forces:R:3:lowdin_charge:R:1
N -0.9045 -3.0483 -0.3628 2.265 5.556 2.060 0.1881
C -0.4674 -1.9684 -0.0442 -3.633 -7.005 -2.718 -0.3034
C 0.1614 -0.7117 0.0433 2.360 0.461 2.958 -0.7917
S 1.2928 -0.6149 -1.2925 2.132 0.493 -2.258 0.8162
C -0.6170 0.5303 0.0136 -1.755 0.620 -0.311 -0.9638
N 0.0609 1.6246 0.5081 -0.471 -0.538 1.846 0.0413
S -2.0897 0.5689 -0.7181 0.645 0.285 0.419 0.7203
H 0.8153 -0.8235 0.9691 -0.844 0.578 -0.606 0.1334
H 1.8275 0.6582 -1.1248 -0.710 -1.065 0.248 -0.0752
H 0.5447 1.3980 1.4338 -0.750 0.710 -1.776 0.1422
H -0.6241 2.3870 0.5745 0.761 -0.093 0.137 0.0927
```
Positions in Å, forces in eV/Å.


Record 4
A structure of composition C7H11N in a non-equilibrium geometry. Source: the Open Molecules 2025 dataset; level of theory: wB97M-V/def2-TZVPD.

**⟨S²⟩**: 2.0064
**Kohn-Sham gap (spin up / spin down)**: 6.38 / 7.71 eV
**E_HOMO (spin up / spin down)**: -5.5 / -9.5 eV
**LUMO energy (spin up / spin down)**: 0.03373 / -0.06726 Ha
**2S+1**: 3
**ΔE to the lowest compared entry with this formula, charge and spin**: 48.3 kcal per mole
**Total energy**: -8920.59806 eV

```
19
Properties=species:S:1:pos:R:3:forces:R:3:mulliken_spin:R:1
C 0.2629 -0.3466 1.7999 -7.742 0.983 2.684 0.7452
C -0.0189 0.8194 -0.3319 -1.033 -2.434 0.541 0.1494
C -0.6261 -0.2476 0.6034 0.911 1.105 2.998 0.1405
C 0.7654 -0.4988 -0.1155 2.622 0.649 -1.061 0.1841
C 0.5769 2.0296 0.1250 1.421 4.066 3.077 0.0655
C -1.9269 -0.8509 0.2672 -1.699 0.347 -0.923 -0.0158
C 1.1225 -1.2725 -1.3954 1.730 0.665 1.662 -0.0002
N 1.4383 -0.4457 1.2397 3.636 -1.515 -6.162 0.6705
H -0.0399 -0.1409 2.8352 0.614 -0.181 -0.375 0.0037
H -0.8171 0.9748 -1.0408 0.568 -0.575 -1.117 0.0084
H 1.5072 1.9163 0.7395 -0.968 -0.472 -0.187 0.0070
H -0.1245 2.6690 0.7886 0.891 -0.942 -1.008 -0.0022
H 0.9859 2.7287 -0.6115 -0.620 -0.306 -0.621 0.0021
H -2.4612 -0.2322 -0.5483 0.639 -0.945 1.361 -0.0019
H -2.6378 -1.0434 1.1135 0.873 0.396 -0.597 0.0117
H -1.7118 -1.8116 -0.1854 -0.209 -0.434 -0.118 0.0194
H 1.2878 -2.3326 -1.2838 0.138 -0.292 0.263 0.0090
H 2.0119 -0.8071 -1.8664 -0.083 -0.307 0.564 0.0109
H 0.4054 -1.1080 -2.1329 -1.689 0.193 -0.980 -0.0072
```
Positions in Å, forces in eV/Å.


Record 5
A cluster of 2 separate species, N2O6 in total in a non-equilibrium geometry. Source: the Open Molecules 2025 dataset; level of theory: wB97M-V/def2-TZVPD.

**Kohn-Sham gap (spin up / spin down)**: 9.23 / 9.14 eV
**E_HOMO (spin up / spin down)**: -12.2 / -12.2 eV
**LUMO energy (spin up / spin down)**: -0.11023 / -0.11195 Ha
**ΔE to the lowest compared entry with this formula, charge and spin**: 36.1 kcal per mole
**Total energy**: -15253.04926 eV

```
8
Properties=species:S:1:pos:R:3:forces:R:3:lowdin_charge:R:1
N 0.9794 -0.8852 -1.0669 -0.339 -0.224 0.201 -0.4650
N -0.8867 0.8165 1.1985 -2.382 -0.928 -0.330 -0.4901
O 0.6031 -1.7903 -0.3956 -0.155 0.522 0.012 0.1649
O 1.8686 -0.7766 -1.8447 1.031 -0.552 -0.561 0.1699
O 0.1575 1.0257 1.6407 2.119 0.597 1.027 0.2031
O -2.0061 0.7496 1.6477 0.070 0.521 1.093 0.1613
O 0.3796 0.3553 -1.0901 -2.277 0.921 1.744 0.1240
O -1.0954 0.5050 -0.0895 1.933 -0.858 -3.186 0.1318
```
Positions in Å, forces in eV/Å.


Record 6
The molecule C21H21N3O4. Source: the Open Molecules 2025 dataset; level of theory: wB97M-V/def2-TZVPD.

**Kohn-Sham gap**: 8.55 eV
**Structure (SMILES)**: CCc1ccccc1NC(=O)Cn1ccn(-c2ccc(OC)cc2)c(=O)c1=O
**E_HOMO**: -8.3 eV
**LUMO energy**: 0.01050 Ha
**ΔE to the lowest compared entry with this formula, charge and spin**: 43.6 kcal per mole
**Total energy**: -34778.78459 eV

```
49
Properties=species:S:1:pos:R:3:forces:R:3:lowdin_charge:R:1
C 4.8044 5.0178 1.5606 -0.123 -0.152 -0.119 -0.1075
C 3.7385 4.0087 1.1500 0.017 0.245 0.101 -0.2024
C 3.8966 2.6367 1.7430 -0.145 -0.036 -0.150 -0.1522
C 4.6788 2.4019 2.8682 -0.033 -0.026 -0.015 -0.0364
C 4.8675 1.1273 3.3700 0.039 -0.059 0.072 -0.0856
C 4.2835 0.0408 2.7423 0.049 -0.020 0.008 -0.0880
C 3.4886 0.2480 1.6327 -0.039 0.079 -0.036 -0.0155
C 3.2748 1.5340 1.1484 0.088 -0.027 0.391 -0.1769
N 2.4467 1.6617 0.0086 0.515 -0.367 -0.144 0.1397
C 1.3593 2.4496 -0.0926 -0.391 0.044 -0.539 -0.4509
O 0.9594 3.2380 0.7361 -0.154 0.094 0.145 0.0754
C 0.6034 2.2304 -1.4215 0.385 0.246 0.133 -0.0260
N -0.2604 1.0685 -1.3161 0.173 -0.418 -0.161 -0.0035
C -1.5752 1.2225 -0.9408 -0.904 -0.285 0.180 -0.0412
C -2.3856 0.1610 -0.8358 0.109 0.965 0.081 -0.0453
N -1.9372 -1.1135 -1.1001 0.351 -0.092 -0.041 0.0375
C -2.8660 -2.1900 -1.0456 -0.400 -0.363 -0.117 -0.2068
C -4.0830 -2.0802 -1.7006 0.395 0.051 0.120 -0.0113
C -5.0032 -3.1125 -1.6544 -0.280 -0.306 0.046 -0.0129
C -4.7074 -4.2769 -0.9523 0.150 0.166 -0.003 -0.2745
O -5.5313 -5.3489 -0.8401 0.289 0.001 0.134 -0.0787
C -6.7792 -5.3161 -1.4912 -0.204 0.010 -0.105 -0.0860
C -3.4760 -4.3823 -0.3000 -0.180 -0.024 -0.055 0.0170
C -2.5641 -3.3521 -0.3433 -0.110 0.064 -0.022 0.0067
C -0.6283 -1.3625 -1.4588 -0.213 -0.786 -0.110 -0.3122
O -0.2208 -2.4735 -1.7185 0.095 0.392 0.042 0.1178
C 0.2868 -0.1665 -1.5192 0.709 0.507 -0.102 -0.3095
O 1.4794 -0.2989 -1.7548 -0.292 -0.256 -0.069 0.0735
H 4.7180 5.2790 2.6122 0.062 0.053 0.107 0.0689
H 5.8019 4.6244 1.3758 0.142 0.033 0.029 0.0779
H 4.6828 5.9298 0.9803 0.024 0.089 0.002 0.0705
H 2.7511 4.3937 1.4219 0.097 -0.045 -0.130 0.1067
H 3.7450 3.9087 0.0599 -0.082 0.008 0.028 0.1173
H 5.1612 3.2305 3.3610 0.065 0.117 0.024 0.1019
H 5.4829 0.9812 4.2453 0.052 -0.009 0.073 0.1007
H 4.4414 -0.9597 3.1155 0.010 -0.085 0.027 0.1013
H 3.0216 -0.5860 1.1283 -0.079 -0.083 -0.037 0.1150
H 2.5064 0.8940 -0.6612 -0.113 0.284 0.025 0.1161
H -0.0072 3.1098 -1.6277 0.077 -0.120 0.070 0.1340
H 1.3124 2.0594 -2.2355 -0.149 0.036 0.054 0.1362
H -1.9023 2.2239 -0.7234 -0.041 0.041 0.043 0.1282
H -3.4122 0.2521 -0.5258 -0.011 0.037 0.026 0.1276
H -4.3139 -1.1884 -2.2650 -0.004 0.076 -0.056 0.1187
H -5.9395 -2.9978 -2.1767 -0.090 -0.025 -0.029 0.1037
H -7.2512 -6.2718 -1.2697 -0.006 0.087 -0.045 0.0939
H -7.4097 -4.5057 -1.1115 0.034 -0.021 -0.023 0.0957
H -6.6644 -5.2126 -2.5747 -0.001 0.011 0.041 0.0966
H -3.2589 -5.2908 0.2378 0.038 -0.109 0.074 0.1221
H -1.6156 -3.4464 0.1590 0.079 -0.021 0.029 0.1227
```
Positions in Å, forces in eV/Å.